DFT (ωB97M-V with the def2-TZVPD basis set) results for a molecular structure, C36H50N2O6S2Sb2Ti.

The LUMO energy is 0.2 eV. The total energy is -4089.08352 a.u.

```
99
Properties=species:S:1:pos:R:3:forces:R:3
Ti 0.390919 0.883871 -0.169204 -1.96 0.05 1.28
N -0.579384 2.516516 2.716291 0.08 0.05 -0.04
C 0.401447 1.812787 3.520262 -0.13 0.24 -0.23
C 0.841361 0.499421 2.905472 0.04 -0.18 -0.84
O 1.262733 -0.373576 3.624746 0.16 -0.37 0.15
O 0.748852 0.359783 1.588007 0.42 0.07 1.66
H -0.862894 3.384974 3.147988 0.07 0.11 0.00
H -1.418795 1.965320 2.582730 0.02 0.08 -0.21
H 0.086821 1.570932 4.535058 -0.02 -0.07 0.15
H 1.301105 2.428977 3.601231 0.02 0.04 0.00
C 5.623769 -1.624185 0.429521 0.00 -0.02 0.07
Sb 3.675362 -1.069849 1.238349 0.29 0.20 -0.32
C 4.538276 0.681138 2.156398 -0.13 -0.06 0.07
C 3.163131 -0.118525 -0.700247 0.02 0.48 0.46
C 3.751474 1.218376 -1.031569 0.06 -0.27 -0.19
C 4.936411 1.271550 -1.764939 0.07 0.04 -0.01
C 5.473028 2.475910 -2.199731 -0.03 -0.03 0.03
C 4.795595 3.652723 -1.919564 -0.03 -0.01 0.02
C 3.620675 3.605679 -1.180482 0.05 0.14 0.00
C 3.090083 2.410424 -0.698139 -0.20 0.12 0.10
C 1.866735 2.443889 0.182674 0.08 -0.41 -0.38
Sb -1.523004 2.924683 -0.513430 -0.11 0.35 0.43
C -2.669268 2.256323 -2.229461 0.22 -0.18 -0.01
C -0.380956 4.333624 -1.698002 0.07 -0.08 0.07
H 6.256215 -1.987509 1.246038 -0.07 0.05 -0.11
H 6.104842 -0.757618 -0.032107 -0.04 -0.08 0.06
H 5.535011 -2.424989 -0.311905 -0.01 0.09 0.07
H 4.860222 1.372977 1.377410 0.02 0.01 0.04
H 5.403881 0.355138 2.738646 -0.08 0.04 -0.05
H 3.831180 1.172995 2.826078 0.04 -0.04 -0.05
H 2.072455 -0.055601 -0.807757 0.75 -0.59 -0.10
H 3.507532 -0.864326 -1.414582 -0.15 -0.05 -0.14
H 5.436751 0.341614 -2.018711 -0.03 0.04 -0.01
H 6.396991 2.490506 -2.766413 -0.05 -0.01 0.02
H 5.178035 4.604140 -2.272053 -0.02 -0.04 0.03
H 3.098604 4.529685 -0.951670 0.02 -0.04 -0.02
H 1.442441 3.442266 0.174152 -0.12 0.12 0.01
H 2.163850 2.223472 1.206348 0.05 0.03 0.11
H -3.518254 2.928768 -2.349653 0.05 0.04 -0.01
H -3.050245 1.248799 -2.055200 0.00 0.10 -0.04
H -2.061922 2.285804 -3.139173 -0.07 -0.02 0.06
H 0.358392 3.800374 -2.296315 -0.02 0.05 -0.03
H 0.131048 5.040570 -1.043801 -0.03 0.00 -0.05
H -1.061723 4.883147 -2.349755 0.01 0.00 0.02
O -2.449511 -1.875213 -2.612675 -0.37 -0.43 0.35
C -1.636623 -1.037211 -2.888090 0.39 0.36 0.13
C -1.349259 -0.569988 -4.309801 0.18 0.15 -0.08
C -0.214277 0.433672 -4.146597 -0.08 -0.01 -0.12
C -0.106636 0.514486 -2.652738 0.04 -0.08 -0.56
O 0.630485 1.340794 -2.040058 0.91 0.27 -1.29
N -0.831086 -0.335003 -1.971832 -0.27 -0.24 -0.41
H -2.254036 -0.114734 -4.708121 -0.06 0.00 -0.01
H -1.106515 -1.428842 -4.931114 0.00 -0.04 -0.03
H -0.415838 1.416767 -4.564944 0.02 0.07 -0.01
H 0.738330 0.096298 -4.557824 0.03 -0.01 0.01
O -1.693972 0.153169 0.726423 0.10 -0.29 -0.13
S -1.951625 -1.350237 0.618522 -0.08 0.39 0.18
C -1.443017 -2.058596 2.228069 -0.08 -0.04 -0.08
C -2.278096 -1.698553 3.419279 -0.04 0.05 -0.03
C -2.339707 -0.382071 3.875890 0.07 0.00 -0.04
C -3.139164 -0.043486 4.957063 -0.01 -0.05 0.01
C -3.885317 -1.020162 5.607245 0.02 -0.01 -0.06
C -3.828817 -2.334236 5.163204 0.00 0.04 0.01
C -3.034759 -2.666969 4.072926 0.01 -0.05 0.00
C -3.772234 -1.555394 0.748626 0.06 0.12 -0.17
C -4.507240 -0.394610 0.139994 0.08 0.02 -0.12
C -5.066979 -0.495846 -1.132005 0.03 -0.06 0.04
C -5.737673 0.582765 -1.692812 -0.04 -0.01 0.03
C -5.835808 1.779867 -0.995817 -0.02 -0.05 0.02
C -5.266234 1.892279 0.266419 -0.06 -0.02 -0.03
C -4.610300 0.808964 0.832492 -0.04 -0.02 0.06
H -0.411471 -1.715171 2.325967 0.05 -0.07 -0.06
H -1.432207 -3.139466 2.049808 0.01 0.07 0.08
H -1.755937 0.378085 3.370425 -0.13 -0.24 0.12
H -3.177955 0.984532 5.297893 0.02 -0.03 -0.01
H -4.506142 -0.757003 6.454809 0.02 -0.01 -0.03
H -4.404219 -3.103257 5.664929 0.02 0.03 -0.02
H -2.996747 -3.696296 3.727166 -0.01 0.07 0.03
H -4.030819 -1.687746 1.796326 -0.06 0.00 0.00
H -3.956379 -2.472919 0.186006 -0.07 0.00 0.10
H -4.962689 -1.423259 -1.684916 -0.01 0.06 0.01
H -6.177325 0.490043 -2.679421 0.03 0.00 0.05
H -6.349826 2.625908 -1.438262 0.03 -0.05 0.03
H -5.332159 2.826232 0.811012 0.02 -0.03 -0.02
H -4.174464 0.893135 1.822551 0.01 0.01 -0.06
O 0.846274 -1.926208 -0.136342 -0.02 -0.10 -0.13
S 0.479411 -3.103690 -1.006226 -0.06 0.32 0.15
C 1.470043 -4.489970 -0.347237 -0.07 -0.15 -0.11
C 2.422328 -4.954957 -1.447137 0.02 0.05 0.02
C 2.815769 -3.691264 -2.206722 -0.05 -0.05 0.01
C 1.497043 -2.997625 -2.515952 0.03 0.00 0.04
H 0.785664 -5.264661 -0.000895 0.06 0.03 0.03
H 1.990629 -4.049340 0.503960 0.02 0.02 0.01
H 1.908812 -5.646491 -2.119916 0.03 -0.01 0.00
H 3.285845 -5.476016 -1.033236 -0.02 0.00 0.04
H 3.390269 -3.902681 -3.108709 -0.01 0.01 -0.01
H 3.421765 -3.052020 -1.561464 0.04 0.00 0.00
H 0.939119 -3.509542 -3.305318 0.04 0.03 0.02
H 1.582491 -1.937275 -2.754360 -0.04 -0.01 -0.01
```
Positions in Å, forces in eV/Å.